(1)
This record from OMol25 describes a molecular structure, C34H95FeN7O14P. The level of theory is ωB97M-V/def2-TZVPD.

Positions of all 152 atoms, in Å:
Fe (1.199, -0.328, -0.860)
P (-0.437, 0.716, 0.369)
O (-0.338, -0.761, -0.010)
O (-1.421, 1.379, 1.348)
O (-0.113, 1.010, -1.077)
O (1.145, 0.713, 0.711)
C (-4.600, 1.119, 3.829)
C (-3.159, 1.263, 4.344)
O (-2.411, 0.332, 3.634)
H (-5.173, 0.322, 4.303)
H (-4.543, 0.992, 2.748)
H (-5.206, 2.010, 3.990)
H (-3.141, 1.083, 5.419)
H (-2.745, 2.223, 4.036)
H (-2.124, 0.702, 2.796)
C (-5.414, 4.224, 0.302)
C (-4.169, 3.649, 1.128)
O (-3.728, 2.301, 0.592)
H (-5.740, 5.178, 0.716)
H (-6.196, 3.466, 0.361)
H (-5.263, 4.182, -0.777)
H (-4.253, 3.547, 2.210)
H (-3.466, 4.462, 0.948)
H (-2.891, 1.954, 0.909)
C (-0.777, 5.642, 2.503)
C (-0.371, 4.191, 2.109)
O (-0.819, 3.272, 3.067)
H (-0.280, 6.452, 1.969)
H (-0.814, 5.762, 3.585)
H (-1.792, 5.816, 2.145)
H (0.708, 4.294, 2.222)
H (-0.621, 4.082, 1.054)
H (-0.993, 2.496, 2.530)
C (3.713, -2.756, 1.761)
C (3.702, -1.746, 0.527)
C (4.617, -2.225, -0.681)
O (4.350, -1.403, -1.898)
C (5.139, -1.875, -3.016)
N (2.299, -1.895, 0.057)
H (3.962, -3.786, 1.504)
H (2.769, -2.632, 2.293)
H (4.478, -2.582, 2.517)
H (3.954, -0.715, 0.775)
H (4.562, -3.292, -0.894)
H (5.677, -2.084, -0.467)
H (6.150, -1.475, -2.941)
H (4.652, -1.522, -3.925)
H (5.230, -2.955, -3.126)
H (2.298, -2.859, -0.246)
H (1.721, -2.035, 0.874)
C (-1.162, -2.596, -2.948)
C (0.280, -2.614, -2.432)
C (1.076, -3.788, -2.981)
O (2.310, -3.870, -2.345)
C (3.161, -4.940, -2.683)
N (0.892, -1.329, -2.655)
H (-1.768, -1.772, -2.570)
H (-1.676, -3.511, -2.654)
H (-1.208, -2.509, -4.033)
H (0.127, -2.879, -1.386)
H (1.323, -3.701, -4.039)
H (0.495, -4.704, -2.867)
H (3.563, -4.587, -3.632)
H (2.708, -5.900, -2.929)
H (4.037, -5.171, -2.076)
H (1.526, -1.631, -3.381)
H (0.163, -0.995, -3.269)
C (-1.465, -4.700, 2.590)
C (-0.078, -4.548, 2.181)
C (0.188, -5.188, 0.851)
O (1.583, -5.253, 0.568)
C (2.282, -6.250, 1.262)
N (0.146, -3.102, 2.121)
H (-1.705, -4.176, 3.515)
H (-1.638, -5.742, 2.863)
H (-2.199, -4.296, 1.893)
H (0.571, -5.001, 2.930)
H (-0.140, -4.518, 0.056)
H (-0.236, -6.165, 0.618)
H (3.238, -6.381, 0.755)
H (1.784, -7.220, 1.240)
H (2.521, -6.051, 2.306)
H (-0.584, -2.658, 1.582)
H (-0.084, -2.728, 3.030)
C (-3.389, 3.306, -3.860)
C (-1.943, 3.155, -3.272)
C (-1.736, 3.974, -1.998)
O (-1.691, 5.307, -2.330)
C (-1.458, 6.175, -1.220)
N (-2.024, 1.728, -2.817)
H (-4.188, 2.979, -3.194)
H (-3.527, 2.834, -4.833)
H (-3.688, 4.321, -4.120)
H (-1.098, 3.205, -3.959)
H (-0.849, 3.613, -1.477)
H (-2.568, 3.669, -1.364)
H (-0.471, 6.039, -0.780)
H (-2.259, 6.253, -0.485)
H (-1.399, 7.144, -1.715)
H (-2.737, 1.628, -2.109)
H (-1.275, 1.644, -2.145)
C (-5.079, -2.885, 0.781)
C (-3.955, -2.080, -0.015)
C (-4.465, -0.794, -0.605)
O (-5.561, -0.840, -1.473)
C (-6.244, 0.365, -1.794)
N (-2.799, -1.943, 0.865)
H (-5.998, -2.991, 0.204)
H (-5.262, -2.281, 1.669)
H (-4.820, -3.905, 1.063)
H (-3.521, -2.746, -0.760)
H (-3.723, -0.149, -1.075)
H (-4.902, -0.227, 0.217)
H (-7.071, 0.189, -2.481)
H (-5.624, 1.090, -2.320)
H (-6.790, 0.788, -0.951)
H (-2.922, -1.251, 1.591)
H (-2.038, -1.476, 0.394)
C (1.788, 2.075, 4.493)
C (3.014, 1.863, 3.448)
C (3.565, 0.436, 3.364)
O (4.035, -0.087, 4.517)
C (5.084, 0.640, 5.198)
N (2.558, 2.396, 2.215)
H (1.454, 3.070, 4.788)
H (2.164, 1.790, 5.475)
H (0.958, 1.383, 4.348)
H (3.838, 2.543, 3.668)
H (4.446, 0.274, 2.743)
H (2.817, -0.201, 2.893)
H (4.766, 1.206, 6.074)
H (5.779, 1.157, 4.537)
H (5.711, -0.131, 5.644)
H (1.776, 3.009, 2.395)
H (2.071, 1.653, 1.735)
C (2.838, 2.997, -2.080)
C (2.559, 1.630, -2.667)
C (3.194, 1.354, -4.018)
O (2.667, 0.147, -4.551)
C (3.190, -0.254, -5.723)
N (2.859, 0.616, -1.617)
H (3.897, 3.223, -2.202)
H (2.485, 3.056, -1.050)
H (2.463, 3.789, -2.728)
H (1.486, 1.663, -2.857)
H (4.264, 1.261, -3.830)
H (3.103, 2.182, -4.720)
H (2.726, -1.239, -5.769)
H (4.260, -0.299, -5.521)
H (2.866, 0.348, -6.572)
H (3.452, 1.134, -0.985)
H (3.584, 0.045, -2.027)

Values from the calculation:
- Gap between HOMO and LUMO (alpha / beta): 7.9 / 7.8 eV
- Charge: 0
- <S²>: 8.756
- Spin multiplicity: 6

Löwdin atomic charge list, values in e, 8 entries: 0.926 0.300 -0.393 -0.299 -0.377 -0.394 -0.083 -0.305



(2)
This record from OMol25 describes a molecular structure, C15H42NbO12S4. The level of theory is ωB97M-V/def2-TZVPD.

Positions of all 74 atoms, in Å:
C (-3.194, 5.101, 5.036)
C (-2.657, 3.909, 4.706)
C (-1.361, 3.426, 5.214)
Nb (0.202, 3.922, 3.568)
H (-3.758, 5.695, 4.328)
H (-3.033, 5.478, 6.042)
H (-3.190, 3.258, 4.014)
H (-1.111, 3.971, 6.131)
H (-1.363, 2.348, 5.412)
H (1.104, 4.840, 4.904)
H (-0.759, 5.435, 3.130)
H (-0.915, 3.068, 2.350)
H (1.016, 2.295, 3.929)
H (1.490, 4.287, 2.309)
O (-0.662, -0.225, -0.054)
S (0.406, -0.460, 0.874)
O (1.388, 0.536, 1.141)
O (1.139, -1.812, 0.436)
C (1.642, -1.884, -0.916)
C (2.895, -1.058, -1.127)
C (-0.258, -1.013, 2.399)
H (0.852, -1.591, -1.611)
H (1.854, -2.939, -1.077)
H (2.695, 0.006, -1.017)
H (3.284, -1.236, -2.130)
H (3.656, -1.327, -0.395)
H (-0.986, -1.797, 2.209)
H (-0.730, -0.140, 2.850)
H (0.557, -1.366, 3.024)
O (4.590, -6.933, -1.737)
S (3.175, -6.759, -1.611)
O (2.642, -5.460, -1.341)
O (2.625, -7.787, -0.539)
C (3.231, -7.769, 0.779)
C (2.809, -6.577, 1.611)
C (2.356, -7.437, -3.010)
H (4.315, -7.824, 0.672)
H (2.898, -8.696, 1.242)
H (3.176, -5.643, 1.189)
H (3.210, -6.678, 2.620)
H (1.723, -6.511, 1.665)
H (2.747, -8.433, -3.199)
H (2.571, -6.776, -3.847)
H (1.289, -7.460, -2.811)
O (0.085, 5.519, -2.050)
S (1.257, 5.660, -1.237)
O (1.239, 6.438, -0.044)
O (2.444, 6.196, -2.175)
C (2.199, 7.412, -2.904)
C (2.237, 8.650, -2.029)
C (1.924, 4.078, -0.888)
H (1.248, 7.329, -3.434)
H (2.991, 7.453, -3.650)
H (1.421, 8.653, -1.309)
H (2.150, 9.542, -2.653)
H (3.171, 8.694, -1.470)
H (1.977, 3.505, -1.810)
H (1.261, 3.592, -0.173)
H (2.908, 4.201, -0.445)
O (-4.022, -3.956, -2.393)
S (-3.909, -2.696, -1.714)
O (-4.352, -2.594, -0.358)
O (-4.638, -1.589, -2.592)
C (-6.010, -1.827, -2.968)
C (-6.982, -1.641, -1.822)
C (-2.283, -2.062, -1.856)
H (-6.094, -2.822, -3.408)
H (-6.208, -1.100, -3.754)
H (-6.833, -2.390, -1.047)
H (-8.004, -1.728, -2.192)
H (-6.850, -0.661, -1.364)
H (-1.973, -2.132, -2.896)
H (-1.648, -2.677, -1.223)
H (-2.263, -1.035, -1.506)

Values from the calculation:
- Gap between HOMO and LUMO: 5.5 eV
- Charge: -1

Löwdin atomic charge list, values in e, 8 entries: -0.099 -0.406 -0.469 0.955 0.027 0.030 0.069 0.015



(3)
This record from OMol25 describes a molecular structure, C36H32ClNOOsP2. The level of theory is ωB97M-V/def2-TZVPD.

Positions of all 74 atoms, in Å:
Os (0.514, -0.100, -0.366)
Cl (2.753, -0.757, -0.272)
C (3.072, -1.474, 1.327)
C (4.348, -1.938, 1.558)
C (4.605, -2.474, 2.814)
C (3.608, -2.532, 3.776)
C (2.335, -2.059, 3.502)
C (2.045, -1.510, 2.252)
P (0.388, -1.025, 1.733)
C (-0.335, -2.492, 0.962)
C (0.404, -3.670, 0.803)
C (-0.150, -4.745, 0.129)
C (-1.434, -4.659, -0.394)
C (-2.178, -3.494, -0.242)
C (-1.631, -2.411, 0.423)
C (-0.505, -0.491, 3.187)
C (0.120, 0.449, 4.015)
C (-0.534, 0.918, 5.143)
C (-1.810, 0.456, 5.445)
C (-2.428, -0.483, 4.629)
C (-1.783, -0.958, 3.498)
H (5.119, -1.886, 0.802)
H (5.597, -2.845, 3.034)
H (3.822, -2.953, 4.749)
H (1.562, -2.116, 4.258)
H (1.397, -3.758, 1.223)
H (0.417, -5.660, 0.021)
H (-1.862, -5.511, -0.906)
H (-3.190, -3.445, -0.624)
H (-2.223, -1.515, 0.571)
H (1.125, 0.789, 3.800)
H (-0.045, 1.629, 5.793)
H (-2.317, 0.817, 6.329)
H (-3.409, -0.860, 4.885)
H (-2.261, -1.719, 2.895)
O (0.172, -0.757, -2.253)
N (-0.821, -0.721, -3.164)
C (-2.091, -0.930, -2.793)
C (-3.077, -1.002, -3.752)
C (-2.739, -0.859, -5.092)
C (-1.412, -0.644, -5.437)
C (-0.454, -0.585, -4.448)
H (-2.255, -1.040, -1.732)
H (-4.098, -1.179, -3.446)
H (-3.499, -0.922, -5.858)
H (-1.106, -0.538, -6.468)
H (0.604, -0.459, -4.625)
C (1.019, 2.886, 1.442)
P (0.811, 2.109, -0.165)
C (1.731, 2.984, -1.408)
C (1.889, 2.410, -2.676)
C (2.592, 3.082, -3.658)
C (3.153, 4.325, -3.381)
C (3.018, 4.891, -2.121)
C (2.314, 4.225, -1.131)
C (-0.926, 1.888, -0.588)
C (-1.782, 1.269, 0.347)
C (-3.131, 1.064, 0.034)
C (-3.630, 1.518, -1.167)
C (-2.786, 2.137, -2.105)
C (-1.449, 2.292, -1.843)
H (0.823, 3.956, 1.354)
H (2.036, 2.729, 1.803)
H (0.313, 2.457, 2.153)
H (1.472, 1.431, -2.885)
H (2.717, 2.641, -4.638)
H (3.705, 4.849, -4.148)
H (3.465, 5.852, -1.907)
H (2.226, 4.684, -0.156)
H (-1.457, 1.090, 1.364)
H (-3.789, 0.623, 0.771)
H (-4.687, 1.426, -1.381)
H (-3.200, 2.515, -3.031)
H (-0.805, 2.785, -2.560)

Values from the calculation:
- Gap between HOMO and LUMO (alpha / beta): 7.8 / 6.7 eV
- Charge: +3
- <S²>: 0.755
- ΔE to the lowest compared entry with this formula, charge and spin: 0.0 kcal/mol
- Spin multiplicity: 2

Löwdin atomic charge list, values in e, 8 entries: 0.894 0.792 -0.555 -0.056 -0.008 -0.016 -0.037 -0.383